ORCA calculation (ωB97M-V/def2-TZVPD) on a cluster of 11 separate species, C26H74N4O14 in total at a distorted geometry.

Element x y z (Å)
H1 -1.346 -0.753 1.660
C1 3.503 3.210 -4.081
H2 3.940 5.256 -4.393
H3 4.524 4.648 -2.132
C2 -2.372 -3.597 -0.664
C3 4.528 4.355 -4.189
C4 -2.276 -0.751 -5.075
H4 4.419 -6.017 1.879
H5 -1.861 -1.074 -6.039
O1 -1.529 -0.052 0.954
H6 3.592 -4.804 2.736
H7 0.228 5.593 -1.483
H8 -4.798 2.007 1.217
H9 5.185 -3.783 1.293
C5 -0.226 -3.219 4.214
H10 0.137 -0.351 -1.012
N1 3.794 0.689 1.139
H11 0.130 0.966 1.658
H12 -0.921 -3.315 5.055
H13 1.326 4.243 -1.440
C6 -0.402 0.684 0.735
H14 -5.792 -0.963 0.389
O2 -0.450 -4.375 3.393
H15 6.259 3.841 -5.028
H16 4.003 -2.814 -1.455
O3 -6.839 -2.976 2.952
H17 1.056 -1.076 -3.841
H18 -6.847 -2.898 3.880
H19 -2.346 -5.434 1.253
H20 -3.043 4.650 3.206
H21 5.566 2.436 0.765
H22 -1.332 2.601 3.216
O4 -0.098 5.653 1.229
C7 3.637 2.048 1.515
C8 0.734 4.773 0.530
N2 4.798 2.813 1.264
H23 3.583 -3.417 0.624
H24 2.838 -1.056 -4.065
H25 2.865 4.661 0.162
H26 -6.206 -2.679 0.554
O5 2.497 -5.722 1.250
N3 3.649 -2.299 -2.271
H27 -5.046 3.747 1.369
H28 1.513 -1.679 -0.160
H29 -1.637 1.877 -2.881
O6 -0.237 0.433 -4.696
C9 -3.059 3.176 1.968
H30 4.646 0.311 1.545
H31 0.828 -3.280 4.589
C10 5.292 4.556 -2.953
H32 -6.401 -0.701 4.400
H33 -1.981 1.441 -5.233
H34 -1.670 -2.841 2.237
C11 0.682 0.080 -0.162
H35 -5.018 2.654 2.728
H36 -1.994 -6.554 -0.081
C12 -1.700 0.595 -4.621
C13 0.427 4.654 -0.956
H37 2.973 0.138 1.487
H38 5.963 5.372 -2.855
N4 2.012 -1.314 -3.539
H39 -4.886 -1.068 3.494
H40 -2.514 1.319 3.045
H41 5.861 3.660 -2.730
H42 -0.869 1.598 0.273
C14 2.135 5.341 0.676
H43 -3.019 2.719 3.951
H44 1.380 0.844 -0.505
C15 -1.162 -4.397 -0.229
H45 2.201 6.325 0.301
C16 -5.900 -0.695 3.340
H46 0.801 3.748 0.988
H47 4.757 3.845 1.238
C17 2.318 -2.109 -2.450
H48 -0.516 4.097 -1.093
H49 0.103 1.344 -4.497
H50 -3.340 -0.681 -5.198
H51 1.856 -5.038 0.984
C18 -5.813 -1.830 1.093
H52 -2.129 -2.593 -0.924
H53 -0.505 -4.636 -1.078
C19 4.308 -4.140 0.787
C20 -6.609 -1.621 2.356
H54 3.986 2.325 -3.646
H55 -0.713 -6.090 1.068
O7 5.384 4.151 -5.305
C21 -2.129 0.963 -3.183
O8 -0.413 -3.605 0.695
C22 -0.389 -1.965 3.390
H56 -3.219 1.154 -3.072
O9 1.394 -0.980 0.489
H57 -0.856 5.219 1.615
H58 -1.869 0.128 -2.520
H59 3.987 -5.189 -0.842
H60 -0.422 -1.070 3.993
H61 -2.012 -1.454 -4.293
H62 2.999 2.941 -4.956
H63 -4.820 -2.105 1.441
H64 -3.022 -4.091 -1.440
H65 -3.044 -3.521 0.149
H66 2.735 3.423 -3.331
C23 -1.586 -5.706 0.500
H67 -5.854 0.332 2.934
O10 -2.852 4.554 2.253
C24 3.696 -5.217 1.734
H68 0.444 -1.863 2.710
H69 -7.606 -1.186 2.032
C25 -2.394 2.416 3.127
O11 2.554 2.564 1.750
H70 -0.242 -2.712 0.342
H71 4.306 -1.795 -2.777
C26 -4.565 2.887 1.814
O12 -1.612 -1.983 2.697
H72 -2.506 3.083 1.024
H73 -0.089 -4.093 2.517
O13 4.681 -4.594 -0.540
O14 1.540 -2.599 -1.671
H74 2.354 5.276 1.738

- energy above the lowest of the compared OMol25 structures with the same formula, charge and spin (kJ/mol) = 0.0
- electronic energy (Ha) = -2307.37836
- SMILES string = NC(N)=O.NC(N)=O.CC(C)O.CC(C)O.CC(C)O.CC(C)O.CC(C)O.CC(C)O.OCCO.OCCO.OCCO
- gap between HOMO and LUMO (eV) = 9.8
- LUMO energy (hartree) = 0.0087

Löwdin atomic charge list, values in e, 4 entries: atom 1 (H): 0.05, atom 2 (C): -0.04, atom 3 (H): 0.14, atom 4 (H): 0.10